C24H22N2O7S in the gas phase, computed with ωB97M-V/def2-TZVPD.

```
56
Properties=species:S:1:pos:R:3:forces:R:3
C 5.2345 -3.8553 -0.7792 -0.3515 0.2567 0.1255
C 4.2951 -3.0360 0.0912 0.3292 -0.1142 0.1344
O 3.2170 -2.6040 -0.7196 -0.1290 -0.0581 -0.2062
C 2.2861 -1.7670 -0.1911 -0.1740 0.2349 0.0056
C 2.2742 -1.3154 1.1239 0.3058 -0.2403 -0.0924
C 1.3248 -0.3950 1.5322 -0.3269 0.1014 -0.1969
C 0.3773 0.0924 0.6456 -0.0921 -0.2521 0.1628
C -0.4790 1.2729 1.0513 0.2966 -0.1129 0.1425
C 0.3200 2.5122 0.7119 -0.6196 0.5838 -0.3008
C 1.6257 2.7601 1.3923 -0.0893 -0.0928 -0.4564
O 1.6972 3.2437 2.5015 -0.0347 -0.0256 0.0156
C 2.7848 2.3014 0.6522 1.3071 0.2629 0.7692
C 4.1115 2.2705 1.0319 -0.9307 0.0879 -0.1485
C 4.8056 1.6539 -0.0197 -0.2869 -0.1418 -0.4255
C 3.8677 1.3477 -0.9761 0.7842 -0.0469 0.1431
C 4.0043 0.6800 -2.2941 -0.2630 0.0260 0.1622
O 2.6526 1.7381 -0.5760 -0.2629 0.0111 -0.2013
C -0.2992 3.1926 -0.2635 0.2432 -0.1800 0.5522
O 0.0594 4.3142 -0.9054 -0.0481 -0.0783 -0.0277
C -1.5900 2.5400 -0.5666 -0.1295 0.2063 -0.1293
O -2.4345 2.9109 -1.3585 0.2844 0.1517 0.0054
N -1.6709 1.4419 0.2461 0.3424 0.1137 -0.0288
C -2.7950 0.6789 0.3568 -1.1239 0.0380 -0.5396
N -2.9152 -0.3028 1.1912 0.9001 0.1107 0.3435
C -4.1513 -0.8520 1.1461 -0.8826 0.1348 -0.5541
C -4.4696 -1.9815 2.0564 -0.1101 -0.0305 0.0238
C -5.0003 -0.2640 0.2327 0.6366 0.1503 0.1279
C -6.4012 -0.5531 -0.0349 -0.2268 -0.3537 0.2269
O -7.0554 -1.4213 0.4951 -0.0127 0.1285 -0.0968
O -6.8965 0.2884 -0.9599 0.3034 0.1709 -0.0841
C -8.2729 0.1492 -1.2734 -0.4164 -0.2269 -0.0032
S -4.2003 1.0383 -0.6105 0.1201 -0.4509 0.4719
C 0.3660 -0.3880 -0.6580 0.0651 -0.0946 0.1715
C 1.2989 -1.3145 -1.0698 0.1145 -0.0841 0.0514
H 4.7042 -4.7033 -1.2031 -0.0142 -0.1060 -0.0445
H 5.6148 -3.2420 -1.5922 0.0733 0.0165 -0.0773
H 6.0694 -4.2184 -0.1862 0.0795 -0.0313 0.0477
H 3.9206 -3.6457 0.9235 -0.0028 0.1247 -0.0288
H 4.8241 -2.1639 0.4994 -0.1061 -0.0753 0.0317
H 3.0063 -1.6592 1.8356 0.1094 -0.0591 0.0611
H 1.3467 -0.0353 2.5508 -0.0153 0.0454 0.1327
H -0.7402 1.2202 2.1125 0.0137 0.0375 -0.0850
H 4.5081 2.6489 1.9513 0.0074 0.0912 0.2317
H 5.8583 1.4603 -0.0754 0.1804 -0.0566 -0.0892
H 3.3121 1.1225 -3.0058 -0.0090 0.0110 -0.1259
H 3.7714 -0.3810 -2.2060 -0.0419 -0.0903 -0.0360
H 5.0209 0.7815 -2.6602 0.0742 0.0376 -0.0325
H -0.6726 4.5590 -1.4949 0.0588 -0.0515 0.0307
H -3.8299 -2.8319 1.8250 0.0434 -0.0594 -0.0194
H -5.5115 -2.2666 1.9551 0.0266 -0.0631 0.0539
H -4.2606 -1.6860 3.0829 0.0133 0.0019 0.0816
H -8.8753 0.7012 -0.5482 0.0308 -0.0638 -0.0533
H -8.5590 -0.9050 -1.2490 -0.0193 0.1820 -0.0577
H -8.4127 0.5685 -2.2676 0.0381 -0.0185 0.0723
H -0.3628 -0.0222 -1.3653 -0.0954 0.0338 -0.0966
H 1.2963 -1.6788 -2.0844 0.0332 -0.0929 -0.1411
```
Forces are in eV/Å.

Results
* highest occupied orbital energy: -0.3114 Eh
* energy above the lowest of the compared OMol25 structures with the same formula, charge and spin: 14.7 kcal/mol
* SMILES: CCOc1ccc([C@H]2C(C(=O)c3ccc(C)o3)=C(O)C(=O)N2c2nc(C)c(C(=O)OC)s2)cc1

Mulliken atomic charge list, values in e, 5 entries: C -1.44; C -0.24; O -0.40; C 0.56; C -0.44